57
Properties=species:S:1:pos:R:3:lowdin_charge:R:1 method="wB97M-V/def2-TZVPD" e_homo_ev=-16.0 charge=+3 e_tot_ev=-115326.8707 multiplicity=1
W -0.26 -0.24 0.20 1.953
O 3.93 -1.16 3.74 0.141
C 4.43 -1.18 2.51 -0.219
C 5.81 -1.33 2.40 0.035
C 6.40 -1.36 1.16 0.006
C 5.65 -1.24 -0.03 -0.039
C 4.30 -1.09 0.06 -0.012
C 3.65 -1.06 1.32 -0.081
C 2.26 -0.91 1.40 -0.277
O 1.54 -0.78 0.21 -0.249
N 1.52 -0.87 2.47 0.119
N 0.21 -0.73 2.14 -0.132
C -0.68 -0.50 3.08 0.051
C -2.09 -0.42 2.87 -0.134
C -2.93 -0.13 3.97 0.033
C -4.30 -0.21 3.82 0.001
C -4.85 -0.61 2.60 0.023
C -4.05 -0.92 1.50 0.030
C -2.69 -0.79 1.66 -0.250
O -1.82 -1.10 0.62 -0.268
H 2.97 -1.05 3.73 0.086
H 6.39 -1.43 3.31 0.143
H 7.48 -1.48 1.10 0.133
H 6.15 -1.26 -0.98 0.122
H 3.71 -0.99 -0.84 0.112
H -0.29 -0.38 4.09 0.174
H -2.49 0.14 4.92 0.143
H -4.94 0.01 4.66 0.138
H -5.92 -0.70 2.50 0.139
H -4.47 -1.26 0.57 0.140
O -0.26 3.45 1.63 0.288
C -0.52 2.61 0.87 -0.377
O 0.31 1.44 0.73 -0.174
C -1.67 2.46 -0.05 -0.170
C -2.57 3.47 -0.31 0.084
C -3.62 3.19 -1.18 0.050
C -3.72 1.92 -1.74 0.029
C -2.78 0.96 -1.41 -0.071
N -1.76 1.24 -0.59 -0.034
H -2.45 4.43 0.17 0.157
H -4.35 3.95 -1.42 0.147
H -4.52 1.67 -2.42 0.140
H -2.83 -0.05 -1.82 0.135
C 0.79 1.29 -5.08 0.000
C 0.51 0.17 -4.11 -0.199
C 0.50 -1.17 -4.53 0.074
C 0.27 -2.20 -3.63 -0.024
C 0.06 -1.87 -2.31 -0.694
Br -0.17 -3.16 -0.99 1.021
N 0.03 -0.60 -1.90 -0.144
C 0.26 0.41 -2.78 -0.041
H 1.79 1.17 -5.50 0.111
H 0.74 2.26 -4.59 0.092
H 0.08 1.27 -5.90 0.108
H 0.68 -1.40 -5.57 0.156
H 0.27 -3.24 -3.94 0.138
H 0.26 1.42 -2.39 0.133

***

89
Properties=species:S:1:pos:R:3:lowdin_charge:R:1 method="wB97M-V/def2-TZVPD" e_homo_ev=-6.8 charge=0 e_tot_ev=-170662.6480 multiplicity=1
K 0.23 -0.13 -0.22 0.648
C 1.19 -2.66 5.99 -0.047
C 1.61 -1.75 4.87 -0.280
C 2.94 -1.67 4.47 -0.061
C 3.30 -0.90 3.38 -0.070
C 2.34 -0.20 2.68 -0.253
C 1.02 -0.23 3.09 -0.081
C 0.66 -1.00 4.19 -0.028
S 2.76 0.47 1.06 0.580
O 2.41 -0.69 0.21 -0.484
O 4.16 0.82 1.03 -0.307
N 1.67 1.57 0.76 -0.213
C 1.83 2.77 0.17 -0.292
C 2.99 3.53 0.15 -0.023
C 3.05 4.75 -0.51 -0.085
C 1.98 5.26 -1.20 -0.064
C 0.78 4.53 -1.23 -0.184
C -0.36 4.93 -1.97 -0.023
C -1.48 4.16 -1.96 -0.067
C -1.47 2.97 -1.22 -0.185
N -0.44 2.55 -0.54 0.043
C 0.68 3.29 -0.52 -0.236
H 2.03 -3.23 6.38 0.073
H 0.43 -3.36 5.64 0.081
H 0.75 -2.08 6.81 0.082
H 3.69 -2.24 5.00 0.113
H 4.32 -0.85 3.03 0.115
H 0.28 0.33 2.55 0.066
H -0.37 -1.03 4.51 0.120
H 3.86 3.14 0.66 0.095
H 3.98 5.31 -0.49 0.102
H 2.04 6.20 -1.72 0.103
H -0.32 5.85 -2.53 0.115
H -2.36 4.44 -2.52 0.100
H -2.35 2.34 -1.17 0.094
N -3.43 -0.47 0.59 0.117
C -3.25 0.06 1.82 -0.662
N -2.22 0.70 2.22 0.115
C -2.38 1.20 3.48 -0.317
C -1.46 1.96 4.20 -0.021
C -1.80 2.41 5.46 -0.085
C -3.04 2.14 6.02 -0.100
C -3.97 1.39 5.33 -0.105
C -3.63 0.92 4.08 -0.485
S -4.60 -0.03 2.99 1.052
H -2.59 -0.54 0.02 0.058
H -4.07 -1.24 0.53 0.092
H -0.51 2.19 3.76 0.112
H -1.09 3.00 6.02 0.102
H -3.29 2.53 6.99 0.099
H -4.94 1.16 5.75 0.104
C -3.61 0.17 -2.67 -0.052
N -3.29 -1.24 -2.75 -0.146
C -4.42 -2.14 -2.61 -0.058
C -2.04 -1.62 -2.31 -0.509
O -1.37 -0.89 -1.58 -0.217
N -1.60 -2.83 -2.72 -0.122
C -2.07 -3.49 -3.92 -0.070
C -0.30 -3.27 -2.24 -0.029
H -4.32 0.41 -3.46 0.096
H -2.69 0.73 -2.83 0.073
H -4.03 0.46 -1.70 0.075
H -5.13 -1.72 -1.90 0.088
H -4.09 -3.11 -2.25 0.090
H -4.93 -2.26 -3.57 0.091
H -2.74 -2.84 -4.47 0.086
H -2.57 -4.43 -3.68 0.094
H -1.21 -3.71 -4.57 0.065
H -0.16 -2.91 -1.23 0.053
H 0.50 -2.88 -2.87 0.083
H -0.28 -4.36 -2.26 0.099
C 2.06 -3.78 1.80 -0.030
C 0.78 -3.22 1.50 -0.267
N -0.26 -2.80 1.26 0.173
H 2.53 -3.18 2.58 0.062
H 2.68 -3.74 0.90 0.098
H 1.97 -4.81 2.14 0.093
Br 0.35 -1.28 -5.58 0.751
C 2.10 -0.58 -5.38 -0.727
C 3.11 -1.14 -6.14 -0.138
C 4.40 -0.66 -6.02 -0.080
C 4.67 0.39 -5.15 -0.078
C 3.65 0.94 -4.39 -0.136
C 2.35 0.46 -4.50 -0.689
I 0.82 1.32 -3.33 1.146
H 2.88 -1.95 -6.81 0.098
H 5.19 -1.09 -6.61 0.105
H 5.67 0.78 -5.05 0.107
H 3.86 1.75 -3.71 0.100

***

81
Properties=species:S:1:pos:R:3:lowdin_charge:R:1 method="wB97M-V/def2-TZVPD" e_homo_ev="-6.6 / -3.7" charge=0 e_tot_ev=-60469.9302 multiplicity=1
Sr 0.90 -1.09 2.43 1.166
C -2.22 0.08 6.58 -0.129
C -2.61 -0.09 5.32 -0.110
C -2.94 0.99 4.36 -0.189
C -1.71 1.61 3.66 -0.187
C -0.68 2.21 4.53 -0.126
C -0.83 2.63 5.78 -0.105
C -2.09 2.66 6.58 -0.197
C -2.38 1.35 7.33 -0.183
C 2.39 -0.01 4.11 -0.424
H -1.89 -0.77 7.17 0.079
H -2.69 -1.11 4.93 0.108
H -3.63 1.74 4.77 0.105
H -3.51 0.50 3.57 0.107
H -1.22 0.83 3.04 0.050
H -2.06 2.34 2.92 0.126
H 0.27 2.40 4.00 0.100
H 0.02 3.14 6.23 0.107
H -2.95 2.92 5.96 0.097
H -1.96 3.45 7.35 0.116
H -1.73 1.34 8.21 0.102
H -3.40 1.39 7.74 0.120
H 2.81 -0.67 4.89 -0.079
H 1.98 0.89 4.60 -0.086
H 3.26 0.32 3.46 -0.071
P 0.09 -2.05 -3.12 0.987
P 1.95 0.41 -3.51 0.990
C -0.63 -0.49 -3.70 -0.330
C 0.22 0.51 -4.05 -0.354
C -0.70 -3.22 -4.32 -0.383
C -1.85 -2.94 -5.07 -0.098
C -2.41 -3.90 -5.92 -0.087
C -1.80 -5.15 -6.08 -0.095
C -0.61 -5.42 -5.39 -0.089
C -0.07 -4.47 -4.53 -0.108
C -0.77 -2.29 -1.51 -0.383
C -0.34 -1.46 -0.46 -0.188
C -1.16 -1.36 0.68 -0.311
C -2.14 -2.34 0.92 -0.113
C -2.55 -3.16 -0.13 -0.092
C -1.88 -3.12 -1.36 -0.096
C 2.67 1.14 -5.08 -0.364
C 2.60 0.35 -6.25 -0.111
C 2.96 0.89 -7.48 -0.093
C 3.43 2.21 -7.58 -0.098
C 3.58 2.96 -6.41 -0.089
C 3.23 2.42 -5.16 -0.088
C 2.05 1.86 -2.40 -0.418
C 3.20 1.96 -1.58 -0.114
C 3.39 3.11 -0.82 -0.090
C 2.43 4.13 -0.82 -0.089
C 1.25 3.97 -1.56 -0.087
C 1.03 2.81 -2.31 -0.095
H -1.72 -0.40 -3.72 0.075
H -0.08 1.37 -4.66 0.085
H -2.31 -1.96 -5.01 0.084
H -3.33 -3.67 -6.46 0.103
H -2.24 -5.90 -6.74 0.101
H -0.11 -6.38 -5.53 0.103
H 0.87 -4.68 -4.00 0.097
H 0.56 -0.82 -0.57 0.056
H -1.19 -0.41 1.29 0.044
H -2.60 -2.39 1.92 0.102
H -3.43 -3.79 -0.02 0.104
H -2.23 -3.73 -2.20 0.100
H 2.22 -0.67 -6.18 0.101
H 2.86 0.29 -8.38 0.100
H 3.69 2.64 -8.54 0.099
H 3.95 3.99 -6.46 0.102
H 3.35 3.02 -4.26 0.097
H 3.94 1.15 -1.58 0.102
H 4.30 3.22 -0.23 0.103
H 2.59 5.05 -0.25 0.103
H 0.49 4.75 -1.55 0.102
H 0.09 2.68 -2.85 0.093
C 0.39 -1.56 7.38 -0.078
C 0.37 -1.59 5.97 -0.232
O 0.12 -1.92 4.85 -0.057
H 0.28 -0.51 7.73 0.103
H 1.33 -1.97 7.77 0.114
H -0.44 -2.17 7.76 0.082

***

114
Properties=species:S:1:pos:R:3:lowdin_charge:R:1 method="wB97M-V/def2-TZVPD" e_homo_ev=-7.0 charge=0 e_tot_ev=-138887.3941 multiplicity=1
Cl -0.72 0.66 -3.49 0.525
C 0.09 1.17 -6.03 -0.655
Cl 0.60 2.80 -5.63 0.729
C 1.25 0.28 -6.18 -0.465
O 2.27 0.39 -5.50 0.040
C 1.12 -0.80 -7.18 -0.622
Cl 2.41 -1.88 -7.31 0.795
C -0.07 -1.03 -7.84 -0.693
Cl -0.17 -2.31 -9.02 0.700
C -1.21 -0.23 -7.56 -0.677
Cl -2.69 -0.66 -8.25 0.753
C -1.07 0.92 -6.73 -0.745
Cl -2.43 1.94 -6.50 0.715
C 2.62 -1.84 -0.60 -0.050
C 2.42 -1.52 -2.08 -0.505
C 2.71 -0.04 -2.31 -0.029
C 3.45 -2.34 -2.87 -0.057
C 0.98 -1.84 -2.56 -0.098
C 0.88 -2.25 -3.90 -0.050
C -0.36 -2.51 -4.49 -0.064
C -1.52 -2.41 -3.74 -0.063
C -1.49 -1.93 -2.43 -0.141
C -2.83 -1.68 -1.71 -0.526
C -2.93 -2.62 -0.50 -0.037
C -4.02 -2.01 -2.60 -0.080
C -3.01 -0.21 -1.35 -0.074
C -0.21 -1.67 -1.82 -0.119
N -0.16 -1.21 -0.44 0.000
C -0.08 0.06 0.10 -0.230
C -0.13 1.16 -0.72 -0.096
C -0.19 2.54 -0.29 -0.182
C -1.28 3.07 0.44 -0.007
C -1.19 4.26 1.10 0.022
C 0.05 4.95 1.01 -0.165
N 0.43 5.76 2.11 -0.314
O 1.60 6.19 2.19 0.042
O -0.42 6.00 3.02 0.023
C 1.03 4.61 0.06 0.008
C 0.88 3.42 -0.60 -0.022
N 0.05 -0.11 1.48 0.132
C 0.06 0.91 2.51 -0.087
C -1.10 1.25 3.26 -0.081
C -2.51 0.57 3.31 -0.518
C -2.76 -0.01 4.72 -0.034
C -2.70 -0.57 2.33 -0.047
C -3.58 1.63 3.02 -0.041
C -1.04 2.34 4.15 -0.036
C 0.05 3.18 4.18 -0.060
C 1.20 2.81 3.52 -0.027
C 1.27 1.60 2.82 -0.053
C 2.71 1.14 2.39 -0.506
C 3.80 1.90 3.15 -0.066
C 2.87 1.44 0.91 -0.040
C 2.97 -0.34 2.66 -0.034
C 0.10 -1.52 1.69 -0.241
C 0.25 -2.21 2.96 -0.157
C 0.37 -1.61 4.24 -0.047
C 0.61 -2.40 5.36 -0.072
C 0.70 -3.79 5.25 -0.079
C 0.56 -4.41 4.00 -0.070
C 0.34 -3.63 2.87 -0.012
N -0.01 -2.19 0.54 0.163
H 2.24 -2.83 -0.31 0.093
H 3.68 -1.76 -0.33 0.095
H 2.12 -1.09 0.02 0.043
H 2.73 0.17 -3.39 0.069
H 1.89 0.57 -1.91 0.053
H 3.67 0.26 -1.85 0.095
H 3.52 -1.99 -3.91 0.071
H 4.45 -2.22 -2.43 0.090
H 3.19 -3.41 -2.86 0.099
H 1.77 -2.30 -4.53 0.071
H -0.41 -2.85 -5.53 0.104
H -2.46 -2.70 -4.21 0.102
H -2.08 -2.52 0.19 0.049
H -3.86 -2.42 0.06 0.089
H -2.93 -3.66 -0.85 0.096
H -4.00 -1.41 -3.52 0.089
H -4.05 -3.07 -2.85 0.087
H -4.94 -1.76 -2.07 0.090
H -3.00 0.41 -2.26 0.055
H -3.93 -0.04 -0.78 0.096
H -2.19 0.16 -0.74 0.031
H -0.21 0.91 -1.81 -0.086
H -2.21 2.47 0.49 0.111
H -1.95 4.64 1.76 0.120
H 1.90 5.25 -0.08 0.127
H 1.63 3.07 -1.32 0.130
H -2.77 0.78 5.49 0.080
H -3.73 -0.51 4.75 0.094
H -1.98 -0.74 5.00 0.075
H -2.49 -0.25 1.30 0.070
H -2.09 -1.45 2.59 0.082
H -3.76 -0.89 2.36 0.100
H -3.38 2.11 2.06 0.068
H -4.56 1.15 2.98 0.091
H -3.60 2.40 3.80 0.080
H -1.88 2.57 4.81 0.108
H 0.00 4.13 4.71 0.114
H 2.08 3.45 3.62 0.112
H 3.68 1.78 4.23 0.096
H 4.78 1.50 2.89 0.091
H 3.82 2.96 2.90 0.078
H 2.01 1.05 0.36 0.047
H 2.87 2.53 0.74 0.086
H 3.78 1.00 0.48 0.095
H 2.27 -0.98 2.13 0.051
H 3.98 -0.62 2.33 0.099
H 2.87 -0.57 3.74 0.095
H 0.32 -0.53 4.32 0.105
H 0.72 -1.90 6.32 0.110
H 0.87 -4.38 6.15 0.103
H 0.63 -5.49 3.91 0.107
H 0.25 -4.08 1.87 0.117

***

87
Properties=species:S:1:pos:R:3:lowdin_charge:R:1 method="wB97M-V/def2-TZVPD" e_homo_ev="-5.8 / -7.4" s2=2.042 charge=0 e_tot_ev=-69161.3185 multiplicity=3
Pd 0.26 1.11 1.52 1.068
C 5.44 -1.87 4.21 -0.080
C 4.58 -2.04 5.30 -0.079
C 3.29 -1.55 5.29 -0.009
C 2.87 -0.88 4.15 -0.115
C 1.62 -0.26 3.79 -0.246
N 0.54 -0.24 4.60 0.205
C -0.60 0.27 4.25 -0.258
C -1.79 0.23 5.12 -0.099
C -1.98 -0.25 6.39 -0.002
C -3.26 -0.14 6.94 -0.070
C -4.30 0.44 6.22 -0.071
C -4.10 0.93 4.93 -0.003
C -2.83 0.81 4.40 -0.099
C -2.27 1.20 3.08 -0.259
N -3.00 1.72 2.14 0.201
C -2.51 2.03 0.93 -0.252
N -1.23 1.92 0.49 0.025
C -1.15 2.32 -0.81 -0.267
N -0.06 2.31 -1.62 0.196
C 1.09 1.83 -1.25 -0.269
N 1.46 1.31 -0.04 0.017
C 2.77 0.90 -0.09 -0.271
N 3.48 0.34 0.84 0.207
C 2.98 0.01 2.05 -0.256
N 1.73 0.26 2.54 0.026
C 3.73 -0.70 3.05 -0.118
C 5.03 -1.20 3.07 -0.012
C 3.29 1.20 -1.44 -0.106
C 4.53 0.98 -2.01 -0.002
C 4.70 1.37 -3.33 -0.069
C 3.66 1.95 -4.05 -0.068
C 2.41 2.16 -3.47 -0.008
C 2.25 1.78 -2.15 -0.103
C -2.46 2.74 -1.24 -0.134
C -2.94 3.22 -2.46 -0.024
C -4.29 3.49 -2.55 -0.080
C -5.15 3.30 -1.46 -0.079
C -4.68 2.83 -0.25 -0.009
C -3.32 2.55 -0.15 -0.117
N -0.95 0.88 3.08 0.008
H 6.44 -2.27 4.26 0.100
H 4.94 -2.57 6.17 0.100
H 2.62 -1.68 6.13 0.113
H -1.17 -0.71 6.94 0.115
H -3.45 -0.51 7.94 0.103
H -5.28 0.52 6.67 0.102
H -4.90 1.37 4.35 0.114
H 5.68 -1.07 2.22 0.111
H 5.33 0.53 -1.44 0.116
H 5.65 1.21 -3.82 0.103
H 3.82 2.24 -5.08 0.103
H 1.59 2.62 -4.01 0.109
H -2.27 3.39 -3.29 0.107
H -4.69 3.87 -3.48 0.101
H -6.20 3.52 -1.58 0.101
H -5.34 2.67 0.59 0.113
C -1.73 -4.18 -3.97 -0.062
O -1.90 -2.85 -3.53 -0.064
C -1.34 -1.86 -4.27 -0.243
C -0.72 -2.05 -5.50 -0.013
C -0.17 -0.96 -6.17 -0.076
C -0.22 0.31 -5.62 -0.085
C -0.82 0.50 -4.38 -0.019
C -1.37 -0.58 -3.71 -0.184
N -1.98 -0.40 -2.43 0.122
C -1.54 -0.87 -1.26 -0.026
C -0.35 -1.47 -0.91 -0.137
C 0.79 -1.66 -1.77 -0.038
C 1.93 -2.21 -1.30 -0.092
C 2.00 -2.66 0.06 -0.075
C 0.97 -2.51 0.92 -0.021
C -0.28 -1.88 0.50 -0.412
O -1.20 -1.70 1.31 -0.017
H -2.20 -4.81 -3.22 0.096
H -0.68 -4.44 -4.06 0.100
H -2.23 -4.34 -4.94 0.094
H -0.67 -3.03 -5.94 0.104
H 0.30 -1.12 -7.12 0.106
H 0.21 1.15 -6.14 0.101
H -0.84 1.46 -3.89 0.087
H -2.87 0.09 -2.41 0.153
H -2.23 -0.73 -0.44 0.140
H 0.76 -1.31 -2.79 0.106
H 2.79 -2.32 -1.95 0.100
H 2.93 -3.11 0.41 0.107
H 1.03 -2.83 1.95 0.114

***

32
Properties=species:S:1:pos:R:3:lowdin_charge:R:1 method="wB97M-V/def2-TZVPD" e_homo_ev="-11.4 / -11.8" s2=0.753 charge=+1 e_tot_ev=-66820.4913 multiplicity=2
Cu -0.62 -0.90 -0.74 0.413
N 1.37 -1.45 -1.15 -0.019
C 2.24 -1.62 0.04 -0.219
C 2.15 -0.44 1.01 -0.176
C 1.35 -0.67 2.29 -0.189
C -0.15 -0.47 2.21 -0.217
N -0.81 -1.41 1.26 -0.010
H 1.42 -2.28 -1.73 0.106
H 1.73 -0.69 -1.73 0.097
H 3.27 -1.77 -0.28 0.118
H 1.93 -2.55 0.53 0.115
H 1.76 0.44 0.47 0.105
H 3.17 -0.17 1.29 0.115
H 1.70 0.03 3.05 0.121
H 1.57 -1.66 2.70 0.120
H -0.39 0.54 1.89 0.109
H -0.59 -0.60 3.21 0.124
H -1.81 -1.40 1.42 0.044
H -0.51 -2.36 1.46 0.110
I -3.69 0.23 -0.18 0.806
C -2.49 -1.17 -1.20 -0.725
H -2.60 -1.02 -2.27 -0.020
H -2.85 -2.16 -0.91 -0.024
C -0.64 2.89 -0.34 0.008
C -0.65 2.10 -1.62 -0.550
N -1.10 2.69 -2.72 0.219
O -0.24 0.92 -1.64 -0.070
H -0.71 3.96 -0.49 0.091
H 0.28 2.66 0.20 0.087
H -1.49 2.55 0.26 0.055
H -1.43 3.64 -2.71 0.126
H -1.16 2.16 -3.57 0.133

***

12
Properties=species:S:1:pos:R:3:lowdin_charge:R:1 method="wB97M-V/def2-TZVPD" e_homo_ev=-8.6 smiles=Cc1nc(F)c[nH]1 charge=0 e_tot_ev=-9926.8042 multiplicity=1
C -1.36 -0.80 -1.08 -0.015
C -0.36 -0.05 -0.26 -0.390
C 0.71 1.50 0.71 -0.378
C 1.39 0.36 1.04 -0.025
H -0.90 -1.34 -1.90 0.074
H -2.08 -0.09 -1.48 0.080
H -1.87 -1.54 -0.46 0.079
H 2.27 0.18 1.63 0.110
H 0.89 -1.58 0.39 0.130
N -0.36 1.26 -0.07 0.170
N 0.67 -0.63 0.39 0.092
F 1.01 2.74 1.10 0.073